Here is a 15-piece molecular cluster, C90H208Cl3N12O16 overall from the OMol25 dataset. Energies are from wB97M-V/def2-TZVPD.

Results
charge	+9
HOMO energy	-21.7	eV
2S+1	1
E	-6790.59054	Ha
strongest force on any atom	9.5	eV/A

XYZ file:
```
329
Properties=species:S:1:pos:R:3:forces:R:3:mulliken_charge:R:1
C -23.7621 -23.8346 3.2559 0.884 1.069 0.443 -0.583
O -23.6523 -25.2233 3.4269 0.254 -1.095 -0.767 0.549
C -23.3627 -25.9777 2.2126 -1.259 -0.570 0.984 -0.426
C -23.7457 -27.4554 2.5026 0.357 0.857 0.964 -0.327
N -25.0507 -27.4756 3.2784 0.149 -0.143 -1.159 0.130
H -25.0705 -28.3492 3.7849 -0.527 -0.486 -0.042 0.386
H -25.0712 -26.7425 3.9727 0.390 0.650 0.405 0.047
C -26.2264 -27.2318 2.3938 -0.027 -1.161 -0.952 -0.605
C -27.5217 -27.1484 3.1802 0.549 1.191 -0.232 -0.638
O -27.2482 -26.1526 4.1942 -0.069 0.689 -0.344 -0.351
C -27.4131 -24.7748 3.7196 -1.346 -0.966 0.613 -0.084
H -24.5389 -23.4293 2.6076 -0.349 -0.648 -0.255 0.445
H -22.8223 -23.3952 2.9216 0.139 -0.084 -0.199 0.086
H -23.9036 -23.4159 4.2523 -0.238 -0.072 0.027 -0.197
H -22.3318 -25.9761 1.8585 0.058 0.487 0.209 0.040
H -24.0545 -25.5869 1.4664 0.375 -0.012 -0.454 0.645
H -23.0858 -27.9866 3.1885 0.542 0.443 -0.175 -0.237
H -23.7595 -28.0393 1.5822 -0.578 0.036 0.039 0.461
H -26.1855 -28.0438 1.6678 -0.437 -0.057 -0.064 0.455
H -25.9791 -26.3345 1.8264 -0.294 0.110 0.250 0.341
H -27.8411 -28.1076 3.5878 0.309 0.154 0.547 0.413
H -28.3517 -26.8319 2.5486 0.085 0.064 -0.230 0.384
H -26.9670 -24.4933 2.7657 0.637 -0.345 0.161 0.285
H -27.1504 -24.1148 4.5463 0.528 -0.143 -0.137 -0.478
H -28.4796 -24.6068 3.5696 -0.249 -0.083 -0.079 0.429
C -19.6026 -19.2677 10.2006 0.014 -0.310 0.493 0.180
O -19.7446 -18.4851 11.3380 -1.315 1.579 3.078 -0.469
C -20.1734 -19.1050 12.6109 2.725 0.684 -0.666 1.262
C -20.0614 -18.1160 13.8227 0.851 1.303 -1.674 -1.250
N -18.6185 -17.5800 14.0608 -1.719 -1.381 1.920 -0.082
H -18.1014 -18.3466 14.4669 0.830 -0.347 -0.601 0.320
H -18.1594 -17.1667 13.2618 0.284 0.174 -0.404 0.419
C -18.6780 -16.6176 15.2431 1.417 1.587 -0.953 -0.739
C -17.2168 -16.1730 15.6520 -1.868 -0.867 0.314 -0.521
O -16.5000 -15.7108 14.5674 -0.798 0.280 0.836 -0.308
C -15.3137 -14.9709 14.9363 1.380 -0.179 -2.110 -0.795
H -19.3823 -18.5599 9.4014 0.088 -0.374 -0.109 0.388
H -20.5352 -19.8021 10.0200 -0.082 -0.288 -0.389 -0.323
H -18.7808 -19.9611 10.3792 0.089 -0.275 -0.588 0.042
H -19.3670 -19.8032 12.8351 -0.191 -0.536 0.014 -0.200
H -21.0751 -19.7105 12.5185 -0.280 0.534 0.145 -0.393
H -20.3336 -18.5428 14.7879 -0.272 -0.159 -0.326 0.419
H -20.5222 -17.1406 13.6666 -0.904 -0.412 -0.066 0.496
H -19.2501 -17.0492 16.0644 0.261 -0.215 -0.101 0.400
H -19.2042 -15.7442 14.8581 -0.070 0.050 0.122 0.422
H -16.7463 -17.0420 16.1119 0.327 -0.096 0.355 0.385
H -17.4271 -15.4163 16.4079 0.396 0.134 0.229 0.423
H -15.1449 -14.4906 13.9725 0.528 0.418 0.356 0.269
H -14.4764 -15.6528 15.0848 -0.123 -0.265 0.132 0.323
H -15.2388 -14.2273 15.7297 -1.299 -0.139 0.230 0.350
C -29.1421 -25.8110 15.1513 -1.075 -1.415 2.907 -0.856
O -28.2301 -25.0535 14.4720 1.193 1.754 -0.752 -0.372
C -28.6119 -24.9614 13.1441 1.521 -0.153 -0.671 -0.458
C -27.6923 -23.9502 12.3545 -1.288 0.115 0.446 -0.153
N -26.2890 -23.8271 12.9131 -1.596 0.925 -0.273 0.663
H -26.2822 -23.9040 13.9201 -0.498 -1.014 0.788 0.524
H -25.7623 -24.5590 12.4583 1.116 -0.650 0.088 -0.267
C -25.5766 -22.4975 12.7368 -0.329 -1.203 -0.661 -0.188
C -26.0650 -21.4001 13.6920 1.218 -0.634 1.630 -0.099
O -25.9462 -21.7934 15.1294 -0.296 -0.111 -2.927 -0.384
C -26.3177 -20.6680 15.9005 -1.267 1.022 -0.483 -0.630
H -28.6698 -26.1943 16.0558 0.168 0.236 0.100 0.304
H -29.4823 -26.7310 14.6759 -0.055 0.165 -0.729 0.337
H -29.9870 -25.2208 15.5062 -0.252 0.007 -0.322 0.339
H -29.6729 -24.7565 13.0014 -0.042 0.370 -0.065 0.404
H -28.4075 -25.9732 12.7941 -0.240 -0.102 -0.972 0.026
H -28.1127 -22.9507 12.2439 -0.079 0.140 0.836 0.396
H -27.7245 -24.2719 11.3135 0.892 -0.363 -0.003 0.164
H -25.7634 -22.2916 11.6829 0.067 0.730 0.023 -0.085
H -24.5549 -22.8752 12.7760 0.382 0.875 0.496 -0.060
H -27.0475 -21.0447 13.3814 -0.548 -0.364 0.504 0.140
H -25.4407 -20.5110 13.6033 0.375 0.015 -0.421 0.391
H -25.6878 -19.7974 15.7179 0.981 -0.254 0.610 0.309
H -26.5334 -20.9100 16.9411 0.603 -0.137 -0.171 0.405
H -27.2302 -20.2466 15.4790 -0.703 -0.320 0.160 0.122
C -17.5126 -28.1674 14.2798 1.093 -0.328 0.636 -0.948
O -18.6409 -27.4564 13.8203 -0.520 -0.431 -1.964 -0.308
C -18.7003 -27.5555 12.3675 0.815 0.591 1.093 -1.517
C -19.9074 -26.8728 11.8344 -1.048 -0.278 0.119 1.115
N -21.2008 -27.6376 12.1583 0.215 0.567 0.859 0.749
H -21.9132 -27.0442 11.7579 -1.093 0.304 -0.097 -0.819
H -21.2446 -28.5259 11.6797 0.144 -0.322 -0.230 0.563
C -21.4696 -27.8948 13.6643 -0.387 0.537 -0.747 -0.400
C -22.9345 -28.3266 13.9680 0.646 -2.618 0.836 -0.512
O -23.1697 -28.5717 15.3988 0.892 1.188 -2.810 -0.428
C -23.4111 -27.3416 16.0311 -0.989 -0.077 1.396 -0.626
H -17.3127 -27.8805 15.3121 -0.118 0.014 -0.074 0.346
H -16.6269 -27.9513 13.6824 0.132 0.375 -0.063 0.375
H -17.5911 -29.2544 14.2566 -0.585 -0.113 -0.047 0.383
H -18.6501 -28.5541 11.9335 -0.232 -0.701 0.605 0.737
H -17.7887 -27.1099 11.9693 -0.044 0.493 -0.262 0.730
H -19.8673 -26.7868 10.7486 0.229 -0.008 -0.043 -0.749
H -20.1049 -25.8773 12.2319 0.294 -0.023 0.167 -0.091
H -21.2100 -26.9642 14.1690 0.213 -0.237 0.045 0.353
H -20.7437 -28.6892 13.8380 -0.317 0.201 0.863 0.374
H -22.9925 -29.3398 13.5703 -0.062 -0.240 -0.138 0.312
H -23.7606 -27.8333 13.4558 0.263 0.959 0.301 0.281
H -23.8002 -27.6173 17.0112 0.143 0.188 0.127 0.329
H -24.2200 -26.8011 15.5393 -0.030 0.214 -0.263 0.202
H -22.5576 -26.6835 16.1941 0.319 -0.143 -0.275 0.239
C -23.6107 -18.3805 12.4356 1.039 -0.050 0.465 -0.924
O -24.8678 -17.8727 12.1874 -2.735 -0.599 -1.456 -0.480
C -25.3215 -17.8910 10.8124 1.259 1.783 0.676 -0.174
C -26.6144 -17.0998 10.7050 -0.662 -0.535 1.724 -0.757
N -27.5629 -17.5915 11.8292 -0.657 1.704 -1.637 0.110
H -27.7371 -18.5725 11.6639 0.094 -0.412 0.494 0.266
H -27.1736 -17.4030 12.7419 0.819 -0.685 0.447 0.434
C -28.9430 -16.9102 12.0083 0.736 -0.174 1.187 -0.621
C -29.6984 -17.8874 12.9683 0.305 1.025 -0.438 -0.699
O -28.9411 -18.1781 14.1282 0.092 0.408 -0.849 -0.336
C -29.7156 -18.9071 15.0917 0.114 -0.273 0.330 -0.847
H -22.8511 -17.7143 12.0265 0.283 0.070 0.085 0.664
H -23.4152 -19.3828 12.0545 -0.308 -0.304 -0.308 0.043
H -23.5541 -18.4373 13.5227 0.358 0.132 -0.018 0.497
H -25.3740 -18.8259 10.2544 0.015 -0.715 0.693 0.102
H -24.5787 -17.2819 10.2973 0.137 -0.034 -0.548 0.641
H -27.1098 -17.2983 9.7546 -0.050 0.256 0.062 0.075
H -26.4482 -16.0381 10.8871 -0.114 -0.066 -0.153 0.471
H -29.3854 -16.6148 11.0569 -0.212 -0.796 0.014 0.307
H -28.7497 -15.9614 12.5088 0.190 -0.051 0.192 0.419
H -29.8493 -18.7948 12.3835 -0.630 -0.339 0.066 0.321
H -30.6128 -17.3817 13.2788 -0.384 -0.303 -0.350 0.622
H -29.1533 -18.8734 16.0249 -0.178 0.037 -0.091 0.281
H -29.8501 -19.9435 14.7821 0.171 -0.190 -0.131 0.331
H -30.7216 -18.5171 15.2461 0.131 0.456 -0.039 0.372
C -14.3180 -24.1244 14.9206 0.299 0.391 0.966 -0.711
O -15.4292 -24.8452 14.4165 -1.527 0.108 -0.552 -0.311
C -16.7238 -24.5694 14.9962 0.629 -0.976 -0.134 -0.854
C -17.7388 -24.1283 13.9514 1.692 1.655 -0.770 -0.469
N -17.2064 -22.7742 13.3938 -1.924 -0.005 -0.804 -0.094
H -17.3852 -22.1317 14.1522 0.028 0.555 0.030 0.492
H -16.2037 -22.8788 13.3317 0.631 0.000 -0.500 0.396
C -17.8614 -22.2885 12.0133 1.315 -0.648 0.758 -1.404
C -19.3281 -22.6953 11.7724 0.584 0.155 0.528 1.993
O -20.1637 -21.9950 12.6728 1.618 0.899 0.778 -0.151
C -21.4882 -22.3180 12.6888 -1.548 -1.118 -0.198 -0.824
H -13.3732 -24.4062 14.4557 -0.471 -0.168 -0.573 0.246
H -14.1428 -24.3313 15.9763 -0.291 0.075 0.185 0.331
H -14.4948 -23.0566 14.7913 0.266 0.295 0.049 0.311
H -16.7029 -23.8677 15.8300 0.288 0.045 0.140 0.475
H -17.1113 -25.5270 15.3441 -0.001 0.037 0.411 0.278
H -18.6878 -23.7877 14.3655 -0.271 -1.069 -0.101 0.267
H -17.6789 -24.7913 13.0884 -0.689 -0.188 0.181 0.410
H -17.1191 -22.6741 11.3146 -0.722 -0.763 -0.475 0.374
H -17.6896 -21.2241 11.8531 -0.295 0.193 0.850 0.444
H -19.4925 -23.7620 11.9250 0.186 -0.149 -0.421 -0.922
H -19.5752 -22.3819 10.7581 0.147 -0.340 -0.306 -0.227
H -21.6493 -23.3911 12.7918 0.014 -0.379 0.199 0.395
H -22.0285 -22.0718 11.7747 0.058 0.351 -0.481 -0.058
H -22.0242 -21.8377 13.5073 0.381 0.173 0.179 0.684
C -27.7272 -29.5371 11.2852 1.015 0.898 0.079 -1.552
C -26.4031 -30.4165 11.3443 -0.150 -0.307 2.849 1.250
C -26.6370 -31.9005 10.8879 -0.331 1.071 -1.219 -1.134
C -27.1339 -31.8810 9.4526 -0.298 -0.836 -0.448 -0.844
C -26.6961 -30.7191 8.5298 -0.764 -0.769 0.778 -1.246
C -25.3766 -30.0837 8.9242 0.494 0.595 -1.462 1.698
N -25.3108 -29.8292 10.4363 6.709 0.771 1.844 0.900
O -24.0627 -29.4024 10.9065 -8.439 -2.588 -2.698 -0.197
C -25.1806 -28.7596 8.1316 -0.857 0.201 0.982 -2.045
C -24.2558 -31.0487 8.5240 0.907 -0.830 1.217 -1.505
C -25.8937 -30.5084 12.8567 0.496 0.890 -1.170 -1.809
H -27.4016 -28.5671 11.6611 0.058 0.374 -0.317 0.402
H -28.5105 -29.7578 12.0103 0.405 -1.107 0.110 0.446
H -28.2456 -29.3936 10.3372 0.448 -0.271 -0.120 0.306
H -27.4650 -32.2722 11.4914 0.275 0.116 0.452 0.463
H -25.7784 -32.5586 11.0216 0.134 0.355 0.199 0.484
H -28.2237 -31.9037 9.4490 0.029 -0.027 -0.041 0.430
H -26.8221 -32.8252 9.0061 -0.117 -0.007 -0.134 0.410
H -27.5160 -30.0059 8.4446 0.223 0.227 0.055 0.394
H -26.6194 -31.2151 7.5622 0.400 0.571 -0.221 0.534
H -25.2188 -28.9418 7.0576 0.195 -0.378 0.157 0.247
H -24.2835 -28.2062 8.4090 -0.004 -0.130 0.025 0.303
H -26.0768 -28.1816 8.3569 0.159 0.531 -0.061 0.540
H -24.2140 -31.3384 7.4740 -0.727 0.338 -0.047 0.435
H -24.4160 -31.9571 9.1048 0.250 -0.257 -0.167 0.558
H -23.2476 -30.6990 8.7459 -0.169 0.300 0.283 0.153
H -25.4478 -29.5671 13.1778 -0.097 0.151 -0.052 0.359
H -25.1036 -31.2534 12.9512 -0.082 -0.112 -0.159 0.419
H -26.6660 -30.7446 13.5887 -0.319 -0.118 -0.535 0.471
C -21.7842 -23.9036 6.2161 0.829 0.877 -0.824 -0.421
C -22.0634 -24.2755 7.6605 -0.910 0.777 2.542 2.130
C -21.6574 -23.1603 8.6850 0.596 0.024 -0.230 -1.409
C -22.5341 -21.9183 8.9221 0.443 -0.070 -0.319 0.653
C -23.9387 -22.4156 9.2545 0.795 0.520 -0.173 0.102
C -24.5388 -23.2584 8.0944 -0.871 -1.428 1.434 1.983
N -23.5561 -24.3896 7.7591 -2.243 -7.020 -4.396 0.978
O -24.0716 -25.6386 7.1628 2.606 7.957 3.975 0.001
C -24.8247 -22.4011 6.8511 -0.105 0.109 -0.643 -1.186
C -25.8855 -23.9501 8.5894 0.877 0.652 -0.668 -1.952
C -21.3468 -25.5708 8.1224 -0.406 0.675 -1.166 -1.083
H -22.3451 -24.3865 5.4159 -0.030 -0.332 0.462 -0.214
H -20.7248 -24.1357 6.1069 0.208 -0.161 -0.196 -0.624
H -21.7699 -22.8250 6.0590 -0.293 0.131 0.090 0.331
H -20.6108 -22.9452 8.4694 -0.004 0.381 -0.389 0.955
H -21.5773 -23.6478 9.6566 -0.303 -0.250 0.150 0.081
H -22.5192 -21.0955 8.2073 -0.080 -0.562 -1.002 0.147
H -22.0583 -21.3543 9.7243 -0.274 -0.409 0.672 -1.339
H -24.5868 -21.5609 9.4487 -0.370 -0.012 -0.234 0.363
H -23.8458 -22.9465 10.2020 -0.356 -0.632 -0.210 -0.336
H -23.9778 -21.8597 6.4294 0.342 -0.424 0.115 0.538
H -25.5384 -21.6018 7.0507 -0.108 -0.075 0.775 -0.118
H -25.3210 -22.9617 6.0590 0.295 -0.380 0.005 -0.332
H -25.8164 -24.5902 9.4690 0.679 0.162 0.060 0.036
H -26.3210 -24.5670 7.8034 -0.106 0.327 -0.114 0.416
H -26.4963 -23.0817 8.8363 -0.417 -0.148 -0.094 0.507
H -20.2784 -25.3634 8.1822 0.199 0.318 0.106 -0.098
H -21.4616 -26.2662 7.2910 -0.214 -0.618 0.551 0.317
H -21.6935 -25.8411 9.1199 -0.265 -0.435 -0.286 0.108
C -20.0056 -23.3189 1.8954 -1.014 1.406 0.524 -1.581
C -18.7639 -24.1038 2.1667 0.544 1.806 -0.044 1.108
C -17.4939 -23.2083 1.9920 -0.233 -0.119 0.698 -0.997
C -16.3100 -24.0221 2.3934 1.772 -0.646 -0.946 -0.887
C -16.3337 -24.3734 3.8568 0.069 2.136 -0.486 -1.044
C -17.5214 -25.1993 4.2788 -0.159 0.932 1.754 1.728
N -18.7952 -24.7307 3.5732 -5.784 -4.231 0.757 0.741
O -20.0520 -25.3457 3.9947 7.765 3.954 -2.519 0.253
C -17.7246 -25.0099 5.8236 -1.508 0.328 -1.028 -2.312
C -17.2301 -26.6536 3.9527 -0.814 -0.910 -1.179 -1.426
C -18.6468 -25.1980 1.1061 -0.339 -1.820 0.639 -1.271
H -20.0451 -22.8690 0.9034 0.274 -0.842 -0.431 0.600
H -20.0041 -22.3883 2.4630 0.068 -0.167 0.763 0.380
H -20.9384 -23.8383 2.1152 0.182 -0.191 -0.210 -0.325
H -17.4812 -22.2837 2.5691 -0.590 -0.154 0.629 0.270
H -17.4115 -22.7883 0.9895 -0.317 -0.725 -0.361 0.570
H -15.4180 -23.4448 2.1499 0.153 0.055 0.329 0.515
H -16.1469 -24.9323 1.8162 -0.282 0.051 -0.389 0.372
H -16.3921 -23.3703 4.2792 -0.133 -0.124 0.890 0.341
H -15.3862 -24.7912 4.1973 -0.248 -0.381 0.016 0.594
H -18.0395 -23.9940 6.0619 1.047 0.577 -0.257 0.384
H -16.8279 -25.3372 6.3500 -0.395 0.088 0.120 0.656
H -18.6840 -25.4472 6.0998 0.407 -1.267 0.348 0.125
H -16.9091 -26.7677 2.9172 0.227 0.158 0.029 0.460
H -18.1264 -27.2717 4.0052 -0.032 -0.078 0.444 0.170
H -16.4277 -27.0612 4.5676 -0.160 0.381 0.125 0.439
H -18.5147 -24.7423 0.1248 -0.189 0.075 0.194 0.422
H -19.5569 -25.7917 1.1919 -0.209 0.022 -0.515 0.218
H -17.8477 -25.9219 1.2663 0.096 0.344 -0.058 0.324
C -22.7172 -16.4460 6.9763 0.571 -0.503 -0.849 -1.720
C -23.7593 -17.3431 6.2373 0.710 1.431 1.659 1.556
C -24.6643 -18.0821 7.2105 -1.186 -2.020 0.223 -0.593
C -25.8951 -18.7495 6.5436 -1.792 1.807 -1.181 0.207
C -26.7505 -17.6282 5.8486 1.535 -0.482 -0.506 -1.588
C -25.8850 -16.8622 4.7524 -2.080 -0.090 2.300 1.396
N -24.6192 -16.4113 5.4585 5.052 5.075 -6.168 0.745
O -23.9317 -15.3232 4.8933 -4.974 -6.714 3.967 -0.196
C -26.7207 -15.6936 4.3279 1.153 1.268 -1.171 -1.560
C -25.5584 -17.7000 3.5270 1.170 -0.723 -0.448 -1.568
C -22.9852 -18.3491 5.3515 -0.866 -0.704 -0.354 -1.633
H -23.0745 -15.4669 7.2955 -0.239 -0.335 0.393 0.429
H -21.8932 -16.2336 6.2951 -0.118 0.121 -0.213 0.466
H -22.2225 -17.0532 7.7343 -0.408 0.162 0.410 0.447
H -25.0112 -17.5201 8.0776 0.036 0.636 -0.347 -0.047
H -24.1266 -18.9086 7.6752 0.680 0.104 -0.105 -0.110
H -26.6402 -19.2095 7.1927 0.597 -0.273 0.744 0.313
H -25.7556 -19.4536 5.7233 0.872 -0.276 0.291 0.057
H -27.1949 -16.9584 6.5848 0.302 0.386 -0.043 0.577
H -27.5955 -18.0226 5.2843 0.050 -0.238 0.001 0.063
H -26.6944 -14.8771 5.0496 -0.536 -0.160 0.135 0.419
H -27.7077 -16.0001 3.9817 -0.016 0.007 0.476 0.410
H -26.2300 -15.2904 3.4421 -0.188 0.344 -0.137 0.449
H -26.4505 -17.9355 2.9467 -0.239 0.466 0.215 0.436
H -25.0721 -18.6620 3.6885 -0.031 0.042 0.422 0.290
H -24.8672 -17.1505 2.8879 -0.180 0.178 -0.135 0.422
H -22.1490 -18.7730 5.9074 0.290 0.636 0.048 0.604
H -22.6918 -17.9697 4.3727 0.236 0.165 0.282 0.309
H -23.6144 -19.2259 5.1981 -0.164 0.052 -0.313 0.160
C -31.4935 -18.1993 9.9152 0.501 0.245 0.810 -1.337
C -30.7757 -17.5371 8.7165 -1.058 -1.841 -0.599 0.089
C -30.9154 -18.4729 7.4498 0.122 1.475 -0.519 -0.965
C -29.8965 -19.6073 7.4191 -1.738 -0.412 -0.214 0.328
N -30.0267 -20.6294 6.2499 -0.199 0.064 0.077 0.639
C -30.0525 -20.0213 4.8272 0.383 -0.757 -0.129 -0.246
C -30.6583 -21.1112 3.8524 0.296 -0.127 1.197 -0.813
C -31.4495 -22.0903 4.7843 0.926 0.201 0.846 -0.625
C -31.3822 -21.4057 6.1646 -0.569 0.107 0.452 -0.718
C -28.8355 -21.5807 6.4307 -1.355 0.691 -1.898 -1.149
H -32.5133 -18.5527 9.7633 0.052 0.219 -0.596 0.439
H -31.5698 -17.5964 10.8200 -0.017 0.573 -0.243 0.450
H -30.9430 -19.0561 10.3036 0.224 -0.403 -0.342 0.243
H -29.6980 -17.4281 8.8380 0.192 0.192 0.491 -0.379
H -31.1712 -16.5627 8.4299 -0.142 -0.092 0.280 0.451
H -30.7387 -17.7609 6.6437 0.407 -0.221 -0.432 0.465
H -31.9469 -18.7576 7.2423 -0.016 -0.371 0.590 0.442
H -30.0524 -20.2457 8.2887 0.168 0.018 0.184 0.343
H -28.8976 -19.1730 7.4599 0.171 -0.344 -0.436 -0.522
H -29.0177 -19.8001 4.5657 -0.057 0.243 -0.042 0.041
H -30.6388 -19.1041 4.8828 -0.005 -0.192 -0.027 0.603
H -29.8406 -21.6743 3.4024 -0.029 0.197 -0.229 0.268
H -31.2354 -20.6447 3.0541 -0.066 -0.048 0.214 0.458
H -30.9663 -23.0568 4.9270 0.515 0.000 -0.456 0.170
H -32.4436 -22.4238 4.4863 -0.215 0.837 0.015 0.485
H -31.5041 -22.0846 7.0086 0.345 -0.014 0.029 0.525
H -32.1860 -20.6754 6.2569 0.262 0.253 -0.007 0.419
H -28.8770 -22.1515 7.3583 -0.135 0.227 -0.146 0.383
H -27.9352 -20.9843 6.2831 0.016 -0.036 0.406 0.334
H -28.9480 -22.1870 5.5319 0.423 -0.659 0.386 0.412
C -21.9745 -29.3093 5.4668 1.708 0.776 0.251 -1.359
C -21.2487 -29.3544 6.8322 1.509 -1.701 -0.896 -0.251
C -19.6515 -29.3363 6.6588 -1.244 1.667 -0.171 -0.456
C -18.9721 -29.1177 7.9848 2.094 0.084 0.215 -0.922
N -17.4403 -29.3454 7.8614 1.638 -0.344 0.070 0.643
C -17.1110 -30.8852 7.6096 -0.055 -0.420 -0.036 -0.740
C -15.7581 -31.2191 8.2765 -0.115 1.867 -0.739 -0.782
C -15.7506 -30.2534 9.4636 0.410 0.521 0.697 -0.767
C -16.6181 -29.0140 9.1214 -0.188 -0.447 0.554 0.139
C -16.8052 -28.4156 6.7835 -1.315 -2.485 -1.370 -2.304
H -21.5076 -28.5163 4.8827 -0.447 0.677 -0.018 0.129
H -23.0538 -29.1779 5.5443 0.059 -0.285 -0.122 0.266
H -21.6181 -30.1596 4.8853 -0.777 -0.487 0.165 0.492
H -21.4699 -30.3578 7.1959 -0.081 0.027 0.580 0.596
H -21.5551 -28.6357 7.5923 -0.039 0.225 -0.236 0.256
H -19.3880 -28.4371 6.1019 -0.333 0.321 -0.282 -0.151
H -19.1658 -30.0864 6.0347 -0.688 -0.753 0.372 0.634
H -19.3379 -29.7453 8.7975 0.189 -0.213 -0.041 0.696
H -18.9811 -28.0747 8.3012 -0.490 0.168 0.061 0.260
H -17.1094 -31.1326 6.5480 -0.041 0.450 -0.061 0.410
H -17.9194 -31.4694 8.0493 -0.174 0.328 0.211 0.464
H -15.0011 -30.9206 7.5514 0.235 0.274 0.066 0.334
H -15.4531 -32.2469 8.4735 -0.940 -0.112 0.242 0.444
H -14.7450 -29.9128 9.7099 0.083 -0.027 -0.210 0.396
H -16.0884 -30.6811 10.4075 -0.308 -0.359 -0.228 0.420
H -16.0351 -28.1099 8.9456 -0.112 -0.171 -0.231 0.468
H -17.2936 -28.7413 9.9322 -0.168 -0.183 -0.092 -0.501
H -15.7555 -28.6422 6.5970 0.194 0.282 1.064 0.520
H -17.0793 -27.3617 6.8317 0.069 -0.311 0.775 0.755
H -17.2116 -28.8594 5.8747 -0.319 0.490 -0.330 0.689
Cl -23.8405 -25.6310 11.3618 -0.060 0.291 -0.082 -0.835
Cl -19.2708 -21.6026 5.1627 -0.399 -0.651 0.025 -0.548
Cl -17.6174 -25.4614 9.3484 -0.669 -0.150 0.214 -0.645
```
Forces are in eV/Å.